{
  "formula": "C51H121ClN15O17",
  "method": "ωB97M-V/def2-TZVPD",
  "total_charge": -1,
  "homo_lumo_gap_ev": 7.958,
  "energy_ev": -124523.322,
  "spin_multiplicity": 1,
  "elements": ["Cl", "O", "O", "O", "O", "C", "C", "N", "C", "C", "C", "C", "H", "H", "H", "H", "H", "H", "H", "H", "H", "H", "H", "H", "H", "H", "H", "C", "C", "N", "C", "C", "C", "C", "H", "H", "H", "H", "H", "H", "H", "H", "H", "H", "H", "H", "H", "H", "H", "C", "O", "N", "C", "C", "H", "H", "H", "H", "H", "H", "H", "C", "O", "N", "C", "C", "H", "H", "H", "H", "H", "H", "H", "C", "O", "N", "C", "C", "H", "H", "H", "H", "H", "H", "H", "C", "O", "N", "C", "C", "H", "H", "H", "H", "H", "H", "H", "C", "O", "N", "C", "C", "H", "H", "H", "H", "H", "H", "H", "C", "O", "N", "C", "C", "H", "H", "H", "H", "H", "H", "H", "C", "O", "N", "C", "C", "H", "H", "H", "H", "H", "H", "H", "C", "O", "N", "C", "C", "H", "H", "H", "H", "H", "H", "H", "C", "O", "N", "C", "C", "H", "H", "H", "H", "H", "H", "H", "C", "O", "N", "C", "C", "H", "H", "H", "H", "H", "H", "H", "C", "O", "N", "C", "C", "H", "H", "H", "H", "H", "H", "H", "C", "O", "N", "C", "C", "H", "H", "H", "H", "H", "H", "H", "C", "O", "N", "C", "C", "H", "H", "H", "H", "H", "H", "H"],
  "positions_angstrom": [[-0.005, 0.189, -0.284], [-0.890, -0.053, -1.321], [0.028, 1.578, 0.114], [-0.455, -0.640, 0.834], [1.278, -0.257, -0.744], [-1.664, -6.954, 6.510], [-2.491, -5.685, 6.225], [-2.373, -5.268, 4.839], [-3.365, -5.942, 3.931], [-4.780, -5.489, 3.965], [-2.372, -3.816, 4.665], [-1.925, -3.430, 3.269], [-1.872, -7.408, 7.479], [-0.634, -6.600, 6.561], [-1.841, -7.637, 5.678], [-3.482, -5.759, 6.673], [-2.084, -4.958, 6.928], [-3.088, -5.861, 2.880], [-3.309, -6.989, 4.230], [-5.127, -5.370, 4.992], [-4.757, -4.516, 3.475], [-5.504, -6.118, 3.447], [-1.584, -3.368, 5.271], [-3.310, -3.332, 4.937], [-1.793, -2.352, 3.173], [-2.623, -3.729, 2.487], [-1.038, -4.059, 3.191], [3.482, 3.897, 2.864], [2.599, 4.379, 1.677], [1.897, 5.601, 2.095], [0.795, 5.327, 3.020], [-0.454, 4.631, 2.448], [1.451, 6.456, 1.002], [1.149, 7.915, 1.500], [2.841, 3.761, 3.734], [4.212, 4.659, 3.137], [3.945, 2.930, 2.670], [3.293, 4.584, 0.861], [1.961, 3.673, 1.146], [0.468, 6.341, 3.251], [1.169, 4.876, 3.939], [-1.216, 4.623, 3.227], [-0.289, 3.579, 2.214], [-0.989, 5.180, 1.673], [2.199, 6.409, 0.211], [0.646, 5.981, 0.442], [0.859, 8.584, 0.690], [0.238, 7.895, 2.098], [1.928, 8.333, 2.138], [-3.461, 2.046, 1.340], [-4.239, 2.817, 0.763], [-3.353, 1.987, 2.683], [-2.726, 0.871, 3.362], [-3.831, 3.107, 3.533], [-2.868, 1.293, 0.798], [-2.558, 0.004, 2.723], [-3.462, 0.528, 4.089], [-1.770, 1.090, 3.838], [-4.072, 3.973, 2.917], [-4.600, 2.862, 4.265], [-2.903, 3.428, 4.006], [0.837, -0.428, 4.232], [0.370, -0.580, 5.360], [1.829, 0.431, 4.004], [2.459, 1.150, 5.133], [2.297, 0.671, 2.657], [0.496, -0.884, 3.290], [2.273, 0.739, 6.126], [2.155, 2.197, 5.149], [3.538, 1.016, 5.052], [3.387, 0.648, 2.685], [1.980, -0.103, 1.958], [1.963, 1.612, 2.219], [4.358, 5.084, -2.055], [5.567, 5.320, -1.904], [3.794, 4.389, -3.078], [2.477, 3.835, -3.038], [4.594, 3.941, -4.246], [3.652, 5.387, -1.266], [1.921, 4.393, -2.285], [2.388, 2.781, -2.774], [1.999, 4.050, -3.994], [5.554, 4.451, -4.328], [4.817, 2.896, -4.027], [4.055, 4.057, -5.187], [-0.403, -4.470, -5.163], [0.269, -3.771, -5.949], [-1.581, -4.059, -4.612], [-2.428, -5.070, -3.925], [-2.214, -2.715, -4.800], [-0.129, -5.467, -4.784], [-2.101, -6.098, -3.770], [-3.311, -5.198, -4.551], [-2.753, -4.734, -2.940], [-2.642, -2.391, -3.851], [-1.487, -1.978, -5.140], [-3.034, -2.645, -5.515], [0.900, -5.584, -1.707], [1.889, -4.979, -2.191], [-0.064, -5.021, -0.949], [-1.236, -5.688, -0.519], [-0.074, -3.554, -0.759], [0.673, -6.661, -1.720], [-1.315, -5.600, 0.565], [-1.302, -6.760, -0.706], [-2.116, -5.248, -0.989], [0.878, -3.206, -1.160], [-0.982, -3.047, -1.089], [-0.226, -3.402, 0.309], [2.302, -2.182, -3.591], [3.462, -2.537, -3.433], [1.842, -1.103, -4.323], [0.510, -0.565, -4.268], [2.807, -0.309, -5.095], [1.477, -2.622, -3.010], [0.526, 0.512, -4.095], [-0.122, -1.003, -3.496], [0.030, -0.717, -5.234], [3.784, -0.793, -5.104], [2.527, -0.128, -6.133], [2.909, 0.704, -4.705], [-1.227, 3.988, -7.903], [-0.773, 4.494, -8.893], [-0.532, 3.809, -6.757], [0.845, 4.339, -6.629], [-1.123, 3.086, -5.618], [-2.266, 3.625, -7.879], [1.628, 3.585, -6.557], [0.892, 4.875, -5.681], [1.163, 4.945, -7.477], [-1.132, 3.767, -4.767], [-2.137, 2.778, -5.871], [-0.577, 2.216, -5.253], [-1.267, 6.290, -3.263], [-0.067, 6.494, -3.153], [-1.961, 5.381, -2.502], [-3.423, 5.303, -2.666], [-1.309, 4.395, -1.630], [-1.862, 6.829, -4.016], [-3.911, 5.604, -1.739], [-3.767, 4.338, -3.038], [-3.755, 6.064, -3.372], [-1.543, 4.631, -0.591], [-1.620, 3.403, -1.957], [-0.224, 4.400, -1.726], [5.542, -0.530, 4.116], [5.422, -0.653, 2.900], [4.796, -1.172, 5.033], [5.113, -1.127, 6.400], [3.727, -2.145, 4.631], [6.250, 0.161, 4.599], [5.540, -2.058, 6.772], [4.195, -0.851, 6.919], [5.890, -0.405, 6.647], [4.222, -3.108, 4.499], [2.953, -2.269, 5.389], [3.293, -1.956, 3.650], [-6.007, -3.369, 0.645], [-6.977, -3.661, 1.366], [-5.210, -2.314, 0.835], [-4.166, -2.047, -0.138], [-5.388, -1.291, 1.845], [-5.838, -3.946, -0.277], [-3.908, -2.914, -0.747], [-3.213, -1.674, 0.239], [-4.490, -1.314, -0.877], [-6.212, -1.527, 2.519], [-4.449, -1.047, 2.342], [-5.762, -0.432, 1.289], [5.791, -0.702, -0.878], [6.044, -1.625, -1.681], [4.990, 0.338, -1.208], [4.719, 1.420, -0.247], [4.456, 0.599, -2.558], [6.206, -0.718, 0.142], [4.753, 2.425, -0.667], [5.306, 1.409, 0.672], [3.715, 1.204, 0.119], [3.377, 0.748, -2.527], [4.954, 1.498, -2.922], [4.731, -0.159, -3.291], [3.466, -3.368, -0.031], [4.296, -3.639, -0.881], [3.149, -4.156, 1.019], [3.696, -5.525, 1.236], [2.097, -3.681, 1.958], [2.898, -2.426, -0.003], [2.865, -6.220, 1.119], [4.148, -5.671, 2.217], [4.452, -5.790, 0.497], [1.976, -2.600, 1.880], [1.150, -4.207, 1.838], [2.376, -3.926, 2.983], [-5.660, -0.529, -3.387], [-5.128, -1.601, -3.667], [-4.954, 0.560, -2.961], [-5.688, 1.753, -2.442], [-3.498, 0.714, -3.173], [-6.749, -0.372, -3.356], [-6.691, 1.522, -2.082], [-5.686, 2.551, -3.185], [-5.098, 2.171, -1.627], [-3.121, 1.561, -3.747], [-2.982, 0.842, -2.221], [-3.028, -0.150, -3.641]]
}